1.
Density functional theory data (the ωB97M-V functional and the def2-TZVPD basis) for a 6-piece molecular cluster, C4H18NO7 overall.

Geometry as XYZ:
```
30
Properties=species:S:1:pos:R:3:forces:R:3:mulliken_charge:R:1
C 1.88859 1.36668 -0.54425 0.9 -0.1 -1.0 -0.09
N 0.81598 1.64447 0.24332 -0.4 -0.2 -0.3 -0.38
C -0.19682 -0.58863 0.24873 -0.3 0.1 0.4 -1.36
C -0.45240 0.92992 0.13376 0.9 0.8 1.6 1.23
C -1.25173 1.52878 1.35380 -1.5 -1.8 0.8 -1.42
O -1.77101 0.51848 2.26970 0.5 0.4 -0.3 -0.50
O 2.00192 0.58213 -1.49603 -0.4 1.0 1.1 -0.53
H 2.77974 1.93385 -0.27041 0.0 0.2 0.1 0.48
H -1.26709 0.62622 3.08347 -0.2 -0.4 0.1 0.33
H -0.53595 -1.13992 -0.62580 0.3 0.0 0.0 0.23
H -0.77365 -0.90640 1.10602 -0.3 -0.3 0.1 0.56
H 0.83374 -0.81056 0.54806 -0.1 0.0 -0.5 0.28
H -1.02443 1.21349 -0.75093 0.4 -0.2 -0.4 0.26
H -2.16953 1.97011 0.97709 0.2 0.7 0.0 0.34
H -0.67208 2.15880 2.01859 0.3 0.7 -0.8 0.57
H 2.83440 -2.27671 -1.11824 0.2 0.1 0.5 0.36
H 3.05799 -1.01009 -0.32647 0.2 -0.1 0.0 0.27
O 3.28646 -1.94517 -0.31803 -0.4 -0.1 -0.5 -0.64
H -3.27068 0.38502 -0.02976 0.0 -0.4 0.1 0.33
H -3.46992 -0.92680 0.79887 0.3 0.2 0.0 0.31
O -3.92567 -0.19463 0.37450 -0.4 0.2 -0.2 -0.60
H 1.17329 -0.73047 -1.88242 0.0 -0.1 -0.4 0.37
H 1.56649 -1.36043 -3.21340 0.1 0.0 -0.3 0.31
O 0.97797 -1.48202 -2.46906 -0.3 -0.8 0.1 -0.71
H -1.12050 0.42926 -3.18310 -0.1 0.4 -0.2 0.29
H -0.71033 -0.99593 -2.96183 -1.0 0.4 -0.6 0.40
O -1.48631 -0.45065 -3.28436 1.0 -0.7 0.7 -0.67
H 1.20478 -0.91016 3.08119 -0.1 0.2 0.1 0.35
H 0.67121 0.49400 2.75681 0.4 -0.2 0.0 0.30
O 1.00553 -0.05265 3.48018 -0.1 0.1 -0.1 -0.67
```
Forces are in eV/Å.

Values from the calculation:
HOMO level (alpha / beta) = -11.11 / -11.02 eV
⟨S²⟩ = 0.766
E = -744.5215 hartree
Spin multiplicity = 2

---

2.
Density functional theory data (the ωB97M-V functional and the def2-TZVPD basis) for a 5-piece molecular cluster, C4H18O7 overall.

Geometry as XYZ:
```
29
Properties=species:S:1:pos:R:3:forces:R:3:mulliken_charge:R:1
C -1.20003 -8.23255 -3.63641 -0.3 0.8 -2.0 -0.29
C 0.09153 -8.60595 -2.96193 -1.3 0.1 0.6 -0.55
O 0.36015 -9.97027 -3.20656 0.2 -0.1 0.0 -0.37
O -2.34183 -8.93816 -3.16800 0.6 -0.2 0.8 -0.57
H -1.11469 -8.48989 -4.72686 0.1 0.4 0.6 0.24
H -1.35312 -7.11592 -3.58443 0.0 -1.0 0.1 0.31
H -0.16825 -8.42180 -1.88155 1.1 -0.1 -0.6 0.34
H 0.90809 -8.01915 -3.38294 0.0 0.3 0.5 0.33
H 0.42101 -10.38322 -2.34240 -0.1 -0.5 0.2 0.24
H -2.03536 -9.52266 -2.44345 -0.4 0.3 -0.4 0.35
C -1.57136 -14.47026 -3.07594 -0.8 0.6 0.0 -0.44
C -0.06586 -14.58552 -3.01216 -0.4 -2.0 0.7 -0.38
O 0.65574 -13.42940 -3.15761 0.3 1.6 -0.4 -0.47
O -1.97404 -13.28548 -2.36381 -0.3 -0.1 -0.2 -0.53
H -2.02437 -15.31903 -2.53139 0.2 0.2 -0.5 0.27
H -1.97852 -14.43379 -4.10407 0.2 0.0 0.4 0.27
H 0.25222 -15.37683 -3.70205 0.1 0.5 -0.5 0.39
H 0.14617 -15.07909 -2.06271 0.2 0.3 0.6 0.26
H 0.21490 -12.67946 -2.69549 0.3 -1.0 -0.4 0.23
H -2.28186 -12.60182 -2.99470 0.0 -0.3 -0.4 0.49
O -0.27961 -11.33527 -6.27282 0.1 0.7 0.7 -0.71
H -0.01841 -10.78765 -5.48811 0.1 -0.9 -0.8 0.32
H 0.40292 -12.00404 -6.41041 0.0 0.2 0.3 0.31
O -2.39591 -11.58497 -4.50401 -0.2 0.6 -0.1 -0.71
H -2.38755 -10.60994 -4.52796 -0.4 -0.3 0.6 0.28
H -1.82751 -11.77387 -5.25932 0.3 -0.5 -0.3 0.40
O -0.91886 -11.33123 -0.98334 0.2 0.4 -0.7 -0.66
H -1.24617 -12.09550 -1.51855 0.0 0.0 0.6 0.38
H -0.74441 -11.66660 -0.10937 0.0 -0.2 0.4 0.26
```
Forces are in eV/Å.

Values from the calculation:
HOMO level = -10.22 eV
E = -689.8542 hartree
Spin multiplicity = 1

---

3.
Density functional theory data (the ωB97M-V functional and the def2-TZVPD basis) for a 6-piece molecular cluster, C4H19BrN8O5 overall.

Geometry as XYZ:
```
37
Properties=species:S:1:pos:R:3:forces:R:3:mulliken_charge:R:1
O -1.34466 -1.82490 -2.60140 0.6 -1.6 1.7 -0.75
H -2.22501 -1.78597 -2.98227 -2.6 0.2 -1.3 0.62
H -1.16191 -1.12654 -1.96855 0.6 1.6 1.4 0.02
H -0.64598 -1.91297 -3.25386 1.5 -0.2 -1.7 0.33
Br 0.26029 0.09263 -0.44225 0.0 -0.1 0.1 -1.09
C 3.52511 -2.48031 0.95062 1.5 2.9 -0.7 0.46
O 4.36151 -3.31950 0.90202 2.4 -2.8 0.1 -0.66
N 3.83341 -1.16976 0.84029 1.3 1.7 0.1 -0.35
N 2.26465 -2.67806 1.08157 -4.6 -1.9 0.3 -0.31
H 4.82568 -0.99600 0.76739 -0.4 0.3 -0.2 0.19
H 3.16350 -0.45781 0.58646 0.1 -0.2 0.1 0.21
H 1.59438 -1.94247 0.90913 0.0 -0.1 -0.1 0.27
H 2.01858 -3.62213 0.82026 -0.5 0.2 0.3 0.21
C -4.34140 1.97146 0.44520 0.8 -2.3 1.3 0.53
O -5.18258 2.40596 1.19952 -0.6 1.4 0.3 -0.65
N -3.19738 1.42506 0.89693 0.5 0.1 2.1 -0.29
N -4.47286 1.75309 -0.84233 -1.7 0.9 -4.5 -0.40
H -2.48534 0.92215 0.38685 -0.2 0.3 0.0 0.23
H -3.27104 1.38237 1.90334 0.8 -0.4 -0.1 0.17
H -5.15895 2.31623 -1.32426 -0.1 -0.3 0.2 0.21
H -4.18668 0.94243 -1.37244 0.5 0.2 0.6 0.19
C 2.95132 2.96717 -2.33020 -1.7 -1.5 1.4 0.62
O 3.10192 3.97504 -2.90126 2.7 5.5 -2.9 -0.67
N 3.66140 2.54793 -1.30177 2.0 -0.3 1.0 -0.39
N 1.90146 2.28048 -2.63430 -3.3 -3.0 -1.0 -0.29
H 4.40265 3.22685 -1.20321 0.2 -0.6 1.3 0.22
H 3.26106 1.88629 -0.65210 0.6 0.4 0.1 0.19
H 1.54708 1.54510 -2.03956 -0.3 -0.1 -0.4 0.03
H 1.35503 2.72358 -3.35899 -0.2 -0.5 0.4 0.17
C -1.62463 -1.63523 2.79465 0.4 -2.9 3.7 0.66
O -2.01437 -2.32028 3.75325 -1.0 0.6 -0.6 -0.72
N -1.02617 -0.46776 3.00143 0.7 2.6 0.0 -0.24
N -1.45500 -2.10433 1.57850 0.2 0.0 -2.6 -0.20
H -0.99419 -0.05405 3.92225 0.0 -0.4 -0.3 0.19
H -0.48984 -0.05461 2.25192 -0.1 0.3 0.2 0.16
H -0.87708 -1.47831 1.03610 -0.3 -0.5 -1.0 -0.07
H -1.87379 -2.93299 1.18097 0.1 0.3 0.5 0.19
```
Forces are in eV/Å.

Values from the calculation:
HOMO level (alpha / beta) = -2.27 / -7.15 eV
⟨S²⟩ = 0.751
E = -3552.1919 hartree
Total charge = -1
Spin multiplicity = 2

---

4.
Density functional theory data (the ωB97M-V functional and the def2-TZVPD basis) for a 5-piece molecular cluster, C4H19NO4S2 overall.

Geometry as XYZ:
```
30
Properties=species:S:1:pos:R:3:forces:R:3:mulliken_charge:R:1
S -2.93800 1.46045 1.75033 -0.1 0.4 0.4 -0.22
S -2.58819 -0.45937 1.19803 -0.2 -0.2 -0.6 -0.08
C -1.08791 -0.88424 2.07165 0.7 1.7 0.0 -0.57
C 0.14308 0.02586 1.78239 0.3 -2.8 0.3 -0.84
N 0.59997 -0.04879 0.40656 0.3 1.4 -0.4 0.10
C 1.34702 1.13526 -0.18231 -1.3 -2.3 -0.2 0.00
C 2.57237 0.59929 -0.88715 1.0 -0.3 -0.8 -1.28
H -1.91676 2.10504 1.14173 -0.2 -0.2 -0.2 0.15
H -0.82819 -1.88546 1.75725 -0.2 -0.3 0.3 0.21
H -1.23060 -0.77194 3.14692 -0.2 -0.5 0.0 0.42
H 0.87024 -0.63715 2.28290 0.2 0.9 0.6 0.31
H 0.07956 0.97185 2.31979 -0.1 0.3 -0.5 0.46
H -0.12261 -0.24416 -0.27353 -0.5 0.1 0.5 0.10
H 0.61065 1.45334 -0.90453 0.5 0.6 -0.4 -0.15
H 1.49137 1.95020 0.52137 0.4 -0.2 0.3 0.53
H 2.71491 -0.48536 -0.85961 -0.4 0.0 0.9 0.28
H 3.51263 1.01734 -0.54564 0.1 0.3 0.0 0.29
H 2.52788 0.68201 -1.97479 0.0 0.8 -0.1 0.29
H -2.20122 -2.61139 -0.75153 -0.1 0.0 0.0 0.30
H -1.03946 -2.06567 -1.55914 -0.1 0.0 -0.1 0.31
O -1.30150 -2.82013 -1.02066 0.0 0.1 0.0 -0.63
H 1.45871 -2.97642 0.26972 0.5 -0.5 0.3 0.35
H 0.07193 -2.91685 0.52909 -0.5 -0.7 0.0 0.28
O 0.81169 -3.49357 0.77511 0.2 1.0 -0.4 -0.62
H -0.96023 2.73092 -1.11448 0.3 -0.9 -2.0 0.26
H 0.08997 3.30580 -0.07612 0.4 -0.1 -0.6 0.36
O -0.81569 3.11184 -0.28705 -1.1 1.4 2.6 -0.61
H -0.01362 0.06258 -3.26543 0.0 0.3 -0.4 0.32
H -1.10404 1.18388 -3.40710 0.0 0.2 -0.7 0.28
O -0.75396 0.50485 -2.84378 0.0 -0.6 1.1 -0.60
```
Forces are in eV/Å.

Values from the calculation:
HOMO level = -8.62 eV
E = -1315.8311 hartree
Spin multiplicity = 1

---

5.
Density functional theory data (the ωB97M-V functional and the def2-TZVPD basis) for a 6-piece molecular cluster, C4H19NO7 overall.

Geometry as XYZ:
```
31
Properties=species:S:1:pos:R:3:forces:R:3:mulliken_charge:R:1
C -1.15472 -0.77555 -2.52522 -0.6 -0.2 0.7 -1.15
C 0.08140 0.06116 -2.73261 1.7 1.3 -0.4 -0.17
N 0.16927 1.04433 -1.62437 0.1 -0.5 1.7 -0.29
C 1.54273 1.33077 -1.23140 -0.5 -1.8 0.4 -0.70
C 2.20540 0.01939 -0.61101 -0.1 0.1 2.4 0.62
O 3.46863 0.25217 -0.19646 1.4 1.4 -1.2 -0.48
O 1.67265 -0.95480 -0.11957 -0.8 0.6 -1.9 -0.43
H -1.83655 -0.89782 -3.34340 -0.1 0.2 -0.7 0.36
H -1.74991 -0.37646 -1.69315 0.1 0.4 -0.7 0.20
H -0.95124 -1.76182 -2.15122 0.6 -0.7 -0.1 0.27
H 0.20886 0.67103 -3.65131 -1.2 -0.3 0.1 0.39
H 1.05099 -0.48796 -2.84444 -0.7 -0.5 0.7 0.24
H -0.29918 0.59892 -0.79540 0.5 0.7 -1.1 0.13
H 2.08387 1.74210 -2.06208 0.6 -0.2 -0.5 0.37
H 1.66389 2.10300 -0.45482 -0.4 -0.3 0.0 0.26
H 4.07027 -0.49812 -0.25295 -0.4 -0.4 0.3 0.34
H -0.45080 2.45523 0.78684 -0.1 0.2 0.1 0.35
H -0.93809 3.73080 1.48410 0.0 -0.1 0.0 0.27
O -0.78765 2.79055 1.63121 0.2 -0.3 -0.2 -0.64
H 0.17045 -2.70455 1.25864 -0.5 0.3 0.3 0.31
H 1.51132 -2.89158 1.77207 0.2 0.2 0.5 0.29
O 0.63671 -2.64378 2.10327 0.5 -0.5 -0.7 -0.61
H 0.74977 -0.24170 3.21312 0.2 0.7 -0.2 0.28
H -0.41474 0.90744 2.95094 0.8 0.7 0.2 0.31
O -0.16298 -0.00591 3.05708 -0.8 -0.9 -0.1 -0.61
H -1.21298 -1.07729 2.20994 -0.1 -0.9 1.1 0.40
H -2.20170 -2.35949 2.63941 0.9 0.1 0.3 0.29
O -2.07180 -1.54118 2.16644 -1.1 0.7 -1.5 -0.67
H -2.29998 -0.26754 0.15606 -0.4 0.4 0.4 0.40
H -2.23876 1.10405 0.84450 -0.3 -0.2 -0.3 0.32
O -2.51512 0.67462 0.01581 0.5 -0.3 0.5 -0.64
```
Forces are in eV/Å.

Values from the calculation:
HOMO level = -9.23 eV
E = -745.2036 hartree
Spin multiplicity = 1

---

6.
Density functional theory data (the ωB97M-V functional and the def2-TZVPD basis) for C4H2 in the gas phase.

Geometry as XYZ:
```
6
Properties=species:S:1:pos:R:3:forces:R:3:mulliken_charge:R:1
C -1.04269 -0.49618 -2.61391 2.1 1.5 7.0 -0.37
C -0.62007 -0.21520 -1.26383 -2.2 -2.0 -7.0 0.18
C -0.10010 -0.24443 -0.08718 0.4 0.1 0.4 0.34
C 0.43166 0.08517 1.05843 -0.7 2.2 -1.3 -0.70
H 1.00503 -0.33380 1.84057 0.2 -0.9 0.3 0.34
H 0.32617 1.20444 1.06592 0.2 -0.9 0.5 0.20
```
Forces are in eV/Å.

Values from the calculation:
HOMO level = -9.19 eV
E = -153.3729 hartree
Spin multiplicity = 1

---

7.
Density functional theory data (the ωB97M-V functional and the def2-TZVPD basis) for C4H2 in the gas phase.

Geometry as XYZ:
```
6
Properties=species:S:1:pos:R:3:forces:R:3:mulliken_charge:R:1
C 0.44485 -0.44014 -1.57377 1.3 -1.2 0.9 -0.17
C -0.56635 0.52474 1.54687 1.0 -1.3 -0.6 0.04
C 0.09043 -0.20855 0.84733 0.7 -1.2 -2.5 -0.16
C 0.63931 -0.86488 -0.42941 -2.5 3.5 1.5 -0.45
H 0.54524 -0.10698 -2.58729 -0.2 -0.3 0.1 0.35
H -1.15347 1.09582 2.19626 -0.3 0.4 0.6 0.39
```
Forces are in eV/Å.

Values from the calculation:
HOMO level = -9.89 eV
E = -153.4275 hartree
Spin multiplicity = 1

---

8.
Density functional theory data (the ωB97M-V functional and the def2-TZVPD basis) for C4H2 in the gas phase.

Geometry as XYZ:
```
6
Properties=species:S:1:pos:R:3:forces:R:3:mulliken_charge:R:1
C -0.69002 -0.67942 1.15774 1.5 1.6 -1.8 0.29
C -1.34912 -1.50746 1.85340 -0.2 -0.1 0.2 -0.69
C -0.02026 0.03132 0.24609 -1.4 -1.4 2.1 0.64
C 0.52782 0.60447 -0.76600 2.0 1.5 -0.2 -0.75
H 0.13882 0.15384 -1.66445 0.1 0.2 -0.6 0.24
H 1.39276 1.39726 -0.82677 -2.1 -1.8 0.4 0.26
```
Forces are in eV/Å.

Values from the calculation:
HOMO level = -9.81 eV
E = -153.4009 hartree
Spin multiplicity = 1